ORCA calculation (the ωB97M-V functional and the def2-TZVPD basis) on C5H4F4 in the gas phase.

Element x y z (Å)
1 C -0.871 -0.121 -1.114
2 C 0.766 -0.283 1.106
3 C -0.387 -0.253 0.293
4 C -1.565 -1.033 -0.076
5 C 1.633 -1.368 0.277
6 F -2.855 -0.925 0.433
7 F -1.311 -2.344 -0.317
8 F 1.216 -2.587 0.429
9 F 1.846 -1.035 -0.977
10 H -1.409 0.671 -1.443
11 H -0.342 -0.657 -1.920
12 H 1.283 0.662 1.020
13 H 0.409 -0.823 2.043

Output
Frontier orbital gap (alpha / beta), eV: 8.159 / 8.840
Energy relative to the best compared isomer or geometry (same formula, charge and spin), eV: 3.4931
Highest occupied orbital energy (alpha / beta), hartree: -0.3202 / -0.3212
LUMO energy (alpha / beta), eV: -0.556 / 0.100

ORCA calculation (the ωB97M-V functional and the def2-TZVPD basis) on a molecular structure, C9H6BrF6N2O5S2SbSe4Sn.

Element x y z (Å)
1 Sn 0.952 -1.089 0.879
2 C 0.093 1.665 -4.088
3 C 0.134 0.320 -3.424
4 C -0.722 -0.716 -3.783
5 C -0.684 -1.928 -3.115
6 C 0.236 -2.050 -2.092
7 Br 0.271 -3.612 -1.026
8 N 1.092 -1.101 -1.746
9 C 1.028 0.069 -2.396
10 H 0.924 1.783 -4.785
11 H 0.158 2.461 -3.347
12 H -0.834 1.795 -4.645
13 H -1.442 -0.565 -4.577
14 H -1.355 -2.737 -3.356
15 H 1.712 0.837 -2.056
16 F -1.468 3.666 1.618
17 C -0.147 3.677 1.446
18 F 0.138 4.180 0.252
19 F 0.402 4.434 2.383
20 S 0.533 1.942 1.599
21 O 1.253 1.642 0.378
22 O 1.239 1.911 2.834
23 N -0.719 0.966 1.713
24 S -1.666 0.743 0.458
25 O -1.588 -0.669 0.114
26 O -1.535 1.703 -0.592
27 C -3.378 0.965 1.180
28 F -3.334 1.033 2.502
29 F -3.906 2.081 0.698
30 F -4.131 -0.069 0.818
31 Se 5.539 -2.399 4.969
32 Sb 3.804 -3.995 4.117
33 Se 2.357 -2.840 2.476
34 Se 6.167 -4.015 3.266
35 Se 2.899 -5.727 5.421
36 O -2.476 -2.038 3.237
37 C -1.548 -2.324 2.674

Output
Frontier orbital gap, eV: 6.308
Energy relative to the best compared isomer or geometry (same formula, charge and spin), eV: 0.5087
Highest occupied orbital energy, hartree: -0.2930
LUMO energy, eV: -1.665

ORCA calculation (the ωB97M-V functional and the def2-TZVPD basis) on a molecular structure, C36H52HgN3OP2.

Element x y z (Å)
1 C -1.607 -1.602 -2.457
2 C 0.568 -2.304 -1.959
3 C -1.765 -2.546 -3.482
4 C 0.398 -3.410 -2.865
5 C -0.764 -3.529 -3.607
6 H -2.653 -2.507 -4.110
7 H 1.216 -4.127 -2.976
8 H -0.917 -4.358 -4.303
9 N -0.565 -1.602 -1.632
10 P -2.685 -0.024 -0.417
11 P 2.443 -0.567 -0.488
12 C -2.575 -0.431 -2.217
13 H -2.112 0.456 -2.683
14 H -3.560 -0.589 -2.684
15 C 0.012 2.271 1.990
16 O 1.002 2.761 2.304
17 C 1.843 -1.883 -1.494
18 H 2.673 -2.516 -1.843
19 C 3.822 0.135 -1.745
20 C 3.448 -1.185 1.098
21 C -3.377 1.720 -0.257
22 C -3.779 -1.410 0.223
23 C 3.858 1.649 -1.493
24 H 4.302 1.884 -0.517
25 H 4.467 2.136 -2.269
26 H 2.868 2.107 -1.520
27 C 5.226 -0.440 -1.534
28 H 5.646 -0.225 -0.546
29 H 5.258 -1.520 -1.713
30 H 5.899 0.016 -2.280
31 C 3.412 -0.212 -3.185
32 H 3.922 0.459 -3.895
33 H 3.643 -1.256 -3.435
34 H 2.344 -0.092 -3.363
35 C 4.250 -0.021 1.718
36 H 3.598 0.835 1.942
37 H 4.673 -0.370 2.674
38 H 5.083 0.349 1.110
39 C 2.435 -1.647 2.143
40 H 1.702 -0.876 2.400
41 H 1.900 -2.543 1.809
42 H 2.986 -1.918 3.056
43 C 4.304 -2.416 0.795
44 H 5.144 -2.250 0.119
45 H 4.725 -2.771 1.748
46 H 3.681 -3.223 0.391
47 C -4.211 -1.072 1.658
48 H -4.731 -1.947 2.079
49 H -3.332 -0.887 2.292
50 H -4.893 -0.214 1.723
51 C -2.951 -2.705 0.305
52 H -2.604 -3.051 -0.675
53 H -2.084 -2.576 0.960
54 H -3.582 -3.491 0.747
55 C -4.976 -1.696 -0.701
56 H -5.596 -2.466 -0.216
57 H -5.608 -0.819 -0.885
58 H -4.647 -2.106 -1.667
59 C -2.632 2.676 -1.214
60 H -2.866 2.452 -2.265
61 H -2.985 3.701 -1.011
62 H -1.541 2.649 -1.087
63 C -3.188 2.199 1.194
64 H -2.130 2.220 1.496
65 H -3.572 3.226 1.270
66 H -3.739 1.579 1.912
67 C -4.865 1.728 -0.620
68 H -5.044 1.329 -1.629
69 H -5.485 1.186 0.107
70 H -5.197 2.777 -0.619
71 Hg -0.394 -0.040 0.498
72 N 0.629 1.040 -1.429
73 C 0.697 1.225 -2.600
74 C 0.699 2.027 -3.801
75 C 0.472 3.412 -3.706
76 C 0.970 1.463 -5.062
77 C 0.587 4.227 -4.838
78 H 0.211 3.849 -2.745
79 C 1.088 2.278 -6.186
80 H 1.078 0.385 -5.127
81 C 0.892 3.665 -6.087
82 H 0.427 5.307 -4.757
83 H 1.322 1.824 -7.152
84 H 0.961 4.287 -6.985
85 C -1.490 -2.103 5.242
86 C -1.498 -0.726 4.996
87 C -1.147 -0.269 3.729
88 N -0.771 -1.113 2.749
89 C -0.755 -2.438 2.981
90 C -1.083 -2.971 4.224
91 H -1.801 -2.487 6.211
92 H -1.760 0.010 5.749
93 H -1.144 0.798 3.479
94 H -0.464 -3.090 2.149
95 H -1.012 -4.046 4.362

Output
Frontier orbital gap (alpha / beta), eV: 5.039 / 5.038
Highest occupied orbital energy (alpha / beta), hartree: -0.3103 / -0.3103
Charge: +1
LUMO energy (alpha / beta), eV: -3.404 / -3.404

ORCA calculation (the ωB97M-V functional and the def2-TZVPD basis) on a molecular structure, C45H39CaCl2N5O10PSe2Te.

Element x y z (Å)
1 Ca -0.406 -0.722 -1.228
2 Se -0.360 -0.120 -6.801
3 P -0.159 -1.894 -5.627
4 Se -1.272 -2.152 -3.798
5 C -0.547 -3.352 -6.697
6 C -1.302 -4.425 -6.243
7 C -1.544 -5.515 -7.072
8 C -1.026 -5.545 -8.357
9 C -0.267 -4.474 -8.816
10 C -0.035 -3.384 -7.993
11 C 1.621 -2.243 -5.293
12 C 1.994 -3.021 -4.201
13 C 3.334 -3.295 -3.961
14 C 4.309 -2.801 -4.814
15 C 3.941 -2.024 -5.905
16 C 2.604 -1.740 -6.140
17 H -1.699 -4.398 -5.235
18 H -2.140 -6.343 -6.706
19 H -1.214 -6.396 -9.002
20 H 0.138 -4.486 -9.821
21 H 0.527 -2.532 -8.357
22 H 1.235 -3.379 -3.516
23 H 3.610 -3.870 -3.086
24 H 5.356 -3.002 -4.617
25 H 4.701 -1.617 -6.564
26 H 2.309 -1.097 -6.961
27 C -4.171 -1.590 1.127
28 C -3.409 -1.062 2.253
29 N -2.798 -0.650 3.135
30 H -4.873 -0.833 0.782
31 H -4.717 -2.481 1.440
32 H -3.487 -1.842 0.316
33 Cl 2.828 1.044 -0.521
34 C 2.279 1.521 -2.153
35 Cl 2.420 0.127 -3.226
36 C 0.817 2.060 -2.038
37 O 0.725 3.193 -1.505
38 O -0.093 1.323 -2.451
39 H 2.939 2.304 -2.509
40 O -0.746 -5.701 5.126
41 N 0.068 -4.968 4.577
42 O 1.138 -4.670 5.087
43 C -0.245 -4.426 3.273
44 C 0.700 -3.631 2.608
45 C 0.418 -3.095 1.361
46 C -0.895 -3.300 0.728
47 O -1.275 -2.694 -0.299
48 C -1.758 -4.206 1.451
49 C -1.458 -4.723 2.708
50 N -3.040 -4.586 0.908
51 O -3.896 -5.011 1.692
52 O -3.255 -4.467 -0.281
53 N 1.416 -2.320 0.772
54 O 2.468 -2.065 1.430
55 O 1.345 -1.937 -0.479
56 H 1.658 -3.425 3.052
57 H -2.172 -5.350 3.215
58 C -0.832 2.234 7.514
59 C -0.533 2.414 6.050
60 C -0.499 3.676 5.471
61 C -0.255 3.840 4.115
62 C -0.256 5.246 3.558
63 C -0.013 2.709 3.314
64 Te 0.074 3.147 1.223
65 N -0.464 1.367 0.561
66 C -1.760 1.364 0.207
67 O -2.283 0.324 -0.250
68 C -2.702 2.532 0.347
69 C -2.770 3.486 -0.664
70 C -3.666 4.538 -0.551
71 C -4.484 4.643 0.570
72 C -4.409 3.690 1.576
73 C -3.520 2.628 1.466
74 C 2.134 3.671 1.134
75 C 2.283 4.838 0.388
76 C 3.485 5.524 0.396
77 C 4.536 5.046 1.167
78 C 4.383 3.879 1.895
79 C 3.189 3.158 1.887
80 C 3.126 1.852 2.616
81 C 0.007 1.424 3.883
82 C 0.365 0.132 3.193
83 C -0.278 1.318 5.245
84 H -1.070 3.186 7.989
85 H 0.022 1.798 8.036
86 H -1.678 1.559 7.655
87 H -0.685 4.552 6.084
88 H -0.393 5.968 4.363
89 H -1.063 5.397 2.837
90 H 0.686 5.485 3.057
91 H -2.111 3.394 -1.521
92 H -3.726 5.279 -1.338
93 H -5.181 5.468 0.656
94 H -5.046 3.770 2.449
95 H -3.448 1.877 2.246
96 H 1.463 5.188 -0.227
97 H 3.599 6.421 -0.199
98 H 5.481 5.574 1.186
99 H 5.215 3.487 2.470
100 H 3.169 1.992 3.699
101 H 3.964 1.220 2.320
102 H 2.227 1.309 2.372
103 H 0.387 0.199 2.109
104 H -0.358 -0.634 3.462
105 H 1.346 -0.206 3.536
106 H -0.296 0.322 5.678

Output
Frontier orbital gap (alpha / beta), eV: 4.450 / 5.902
Energy relative to the best compared isomer or geometry (same formula, charge and spin), eV: 1.3838
Highest occupied orbital energy (alpha / beta), hartree: -0.0477 / -0.1011
Charge: -2
Spin multiplicity: 2
LUMO energy (alpha / beta), eV: 3.153 / 3.153

Repeat the first record exactly.
ORCA calculation (the ωB97M-V functional and the def2-TZVPD basis) on C5H4F4 in the gas phase.

Element x y z (Å)
1 C -0.871 -0.121 -1.114
2 C 0.766 -0.283 1.106
3 C -0.387 -0.253 0.293
4 C -1.565 -1.033 -0.076
5 C 1.633 -1.368 0.277
6 F -2.855 -0.925 0.433
7 F -1.311 -2.344 -0.317
8 F 1.216 -2.587 0.429
9 F 1.846 -1.035 -0.977
10 H -1.409 0.671 -1.443
11 H -0.342 -0.657 -1.920
12 H 1.283 0.662 1.020
13 H 0.409 -0.823 2.043

Output
Frontier orbital gap (alpha / beta), eV: 8.159 / 8.840
Energy relative to the best compared isomer or geometry (same formula, charge and spin), eV: 3.4931
Highest occupied orbital energy (alpha / beta), hartree: -0.3202 / -0.3212
LUMO energy (alpha / beta), eV: -0.556 / 0.100